Entry 1:
Below is a molecular structure, C22H14CoN5O6, with properties calculated with ωB97M-V with the def2-TZVPD basis set.

The multiplicity is 2. The energy above the lowest of the compared OMol25 structures with the same formula, charge and spin is 0.6293 eV. For the largest force on an atom, the calculation gives 0.496 eV/A. The total charge is +1. The calculation puts the LUMO energy (alpha / beta) at -4.4 / -4.5 eV. The gap between HOMO and LUMO (alpha / beta) is 7.99 / 7.91 eV. For the total energy, the calculation gives -2954.45124 Eh. The expectation value of S² is 0.762.

Atoms and positions in Å:
Co  -0.30  1.27  -0.92
C  1.94  4.80  -0.42
C  3.14  4.45  -1.00
C  3.28  3.18  -1.55
C  2.21  2.32  -1.51
N  1.03  2.67  -0.93
C  0.90  3.88  -0.39
C  2.20  0.93  -2.03
C  3.22  0.24  -2.67
C  2.98  -1.07  -3.04
C  1.77  -1.69  -2.77
C  0.79  -0.95  -2.13
N  1.03  0.32  -1.80
C  -0.57  -1.37  -1.74
C  -1.05  -2.66  -1.84
C  -2.36  -2.92  -1.44
C  -3.15  -1.88  -0.98
C  -2.59  -0.61  -0.89
N  -1.33  -0.37  -1.25
H  1.80  5.78  0.03
H  3.97  5.14  -1.02
H  4.21  2.87  -2.01
H  -0.06  4.09  0.07
H  4.17  0.72  -2.87
H  3.76  -1.63  -3.54
H  1.60  -2.72  -3.05
H  -0.42  -3.46  -2.21
H  -2.76  -3.92  -1.51
H  -4.17  -2.03  -0.68
H  -3.15  0.24  -0.52
O  -2.83  2.36  2.02
C  -1.95  1.73  1.51
O  -1.31  2.08  0.42
C  -1.52  0.41  2.13
C  -2.42  -0.27  2.95
C  -2.08  -1.52  3.43
C  -0.88  -2.15  3.14
C  -0.01  -1.44  2.34
C  -0.29  -0.17  1.86
N  1.26  -2.07  1.93
O  1.92  -1.50  1.07
O  1.57  -3.11  2.46
N  -3.07  -2.26  4.26
O  -4.15  -1.74  4.43
O  -2.74  -3.35  4.66
H  -3.38  0.18  3.19
H  -0.66  -3.13  3.51
H  0.47  0.34  1.29

Entry 2:
Below is a single C5H13N molecule in a non-equilibrium geometry, with properties calculated with ωB97M-V with the def2-TZVPD basis set.

As for the SMILES: CCCN(C)C. The energy above the lowest of the compared OMol25 structures with the same formula, charge and spin is 1.9345 eV. For the largest force on an atom, the calculation gives 3.057 eV/A. The calculation puts the LUMO energy at 1.1 eV. The gap between HOMO and LUMO is 9.55 eV. For the total energy, the calculation gives -252.99199 Eh.

Atoms and positions in Å:
C  -1.92  0.73  -1.17
C  -1.64  -0.12  0.07
C  -0.32  -0.93  0.15
N  0.79  -0.12  0.66
C  1.86  -0.95  1.18
C  1.21  0.92  -0.29
H  -1.35  1.67  -0.88
H  -1.67  0.38  -2.17
H  -2.96  0.95  -1.29
H  -2.51  -0.66  0.45
H  -1.44  0.72  0.78
H  -0.09  -1.28  -0.87
H  -0.58  -1.77  0.84
H  1.48  -1.62  1.92
H  2.49  -0.22  1.76
H  2.63  -1.45  0.54
H  2.27  1.15  -0.51
H  0.89  0.73  -1.33
H  0.86  1.88  0.16

Entry 3:
Below is a molecular structure, C19H35CoN3P in a non-equilibrium geometry, with properties calculated with ωB97M-V with the def2-TZVPD basis set.

The multiplicity is 5. For the largest force on an atom, the calculation gives 3.564 eV/A. The total charge is +2. The calculation puts the LUMO energy (alpha / beta) at -5.9 / -10.7 eV. The gap between HOMO and LUMO (alpha / beta) is 8.20 / 4.65 eV. For the total energy, the calculation gives -2632.63825 Eh. The expectation value of S² is 6.028.

Atoms and positions in Å:
C  2.97  -1.39  2.13
H  4.01  -1.28  2.46
H  2.63  -2.42  2.27
H  2.44  -0.80  2.86
C  2.80  -0.91  0.69
H  1.78  -1.05  0.31
H  3.01  0.18  0.62
C  3.72  -1.58  -0.33
H  3.74  -0.95  -1.23
H  4.74  -1.68  0.05
H  3.36  -2.58  -0.62
C  -2.46  0.10  -1.72
C  -1.31  -0.55  -2.30
C  -0.86  -1.57  -1.38
C  -1.68  -1.50  -0.22
C  -2.67  -0.48  -0.41
C  -3.66  -0.08  0.63
C  -1.57  -2.41  0.95
C  0.22  -2.57  -1.59
C  -0.62  -0.23  -3.58
C  -3.23  1.22  -2.33
Co  -0.80  0.46  -0.59
H  -1.89  -1.92  1.88
H  -2.19  -3.31  0.81
H  -0.53  -2.74  1.08
H  -3.35  -0.51  1.59
H  -3.69  1.01  0.73
H  -4.68  -0.43  0.44
H  -2.57  2.07  -2.51
H  -3.67  0.92  -3.30
H  -4.04  1.56  -1.67
H  0.40  -0.66  -3.57
H  -1.14  -0.63  -4.46
H  -0.51  0.86  -3.71
H  0.73  -2.77  -0.64
H  -0.18  -3.52  -1.95
H  0.97  -2.21  -2.31
C  0.38  4.82  1.65
N  1.67  4.10  1.58
C  2.37  4.57  0.35
N  1.60  4.27  -0.89
C  0.25  4.88  -0.79
N  -0.49  4.56  0.46
C  -0.97  3.19  0.47
P  0.45  2.00  0.17
C  1.50  2.63  1.60
C  1.53  2.83  -1.12
H  0.57  5.90  1.68
H  -0.16  4.50  2.56
H  3.35  4.08  0.30
H  2.48  5.66  0.43
H  -0.35  4.54  -1.65
H  0.36  5.97  -0.82
H  -1.40  2.96  1.45
H  -1.75  3.07  -0.29
H  2.49  2.15  1.56
H  0.99  2.34  2.53
H  1.10  2.61  -2.11
H  2.54  2.39  -1.07

Entry 4:
Below is a molecular structure, C15H18N4O2S in a non-equilibrium geometry, with properties calculated with ωB97M-V with the def2-TZVPD basis set.

The energy above the lowest of the compared OMol25 structures with the same formula, charge and spin is 18.7144 eV. For the largest force on an atom, the calculation gives 19.772 eV/A. The calculation puts the LUMO energy at -0.5 eV. The gap between HOMO and LUMO is 7.75 eV. For the total energy, the calculation gives -1349.47616 Eh.

Atoms and positions in Å:
O  2.14  1.92  -0.11
C  2.56  0.74  -0.26
N  3.54  0.30  0.47
C  3.88  -1.19  0.38
H  4.28  -1.62  1.21
H  2.92  -1.91  0.27
C  4.78  -1.47  -0.54
C  6.22  -0.74  -0.47
C  6.14  0.74  -0.02
H  5.67  1.24  -0.67
H  7.15  1.29  0.10
C  5.47  1.01  1.36
C  4.08  0.89  1.33
H  3.81  2.19  1.20
H  3.65  0.88  2.32
H  5.92  1.78  2.04
H  5.90  -0.09  2.16
H  6.86  -0.91  -1.13
H  6.78  -1.24  0.40
H  4.49  -0.81  -1.50
H  4.94  -2.41  -1.00
C  1.53  -0.09  -1.05
H  1.02  0.53  -1.81
H  2.23  -0.79  -1.61
S  0.51  -1.08  -0.48
C  -0.89  -0.42  -0.59
N  -1.21  0.25  -1.51
N  -2.48  0.90  -1.45
C  -3.10  0.00  -0.33
C  -4.35  0.00  0.09
C  -4.78  -0.64  1.04
C  -6.15  -0.72  1.35
N  -6.99  0.11  0.90
C  -6.65  0.69  -0.16
C  -5.36  0.78  -0.61
H  -4.99  1.67  -1.41
H  -7.38  1.43  -0.76
H  -6.48  -1.27  2.57
H  -4.10  -1.34  1.62
O  -2.18  -0.62  0.23

Entry 5:
Below is a molecular structure, B3CsH12 in a non-equilibrium geometry, with properties calculated with ωB97M-V with the def2-TZVPD basis set.

The energy above the lowest of the compared OMol25 structures with the same formula, charge and spin is 14.7018 eV. For the largest force on an atom, the calculation gives 19.002 eV/A. The total charge is -2. The calculation puts the LUMO energy at 4.4 eV. The gap between HOMO and LUMO is 4.21 eV. For the total energy, the calculation gives -101.19764 Eh.

Atoms and positions in Å:
Cs  11.95  -13.47  5.60
B  10.96  -13.78  7.61
H  10.48  -13.19  6.85
H  10.35  -13.84  8.50
H  11.08  -14.80  7.28
H  11.97  -13.42  7.70
B  10.07  -14.75  4.95
H  10.18  -15.82  4.90
H  10.40  -14.47  5.94
H  10.68  -14.27  4.20
H  9.07  -14.37  4.83
B  10.88  -11.07  5.96
H  10.44  -10.83  5.00
H  11.33  -12.04  5.81
H  11.64  -10.33  6.16
H  10.07  -11.08  6.67

Entry 6:
Below is a molecular structure, C21H23BF2IrN7OS2 in a non-equilibrium geometry, with properties calculated with ωB97M-V with the def2-TZVPD basis set.

The multiplicity is 2. The energy above the lowest of the compared OMol25 structures with the same formula, charge and spin is 4.4153 eV. For the largest force on an atom, the calculation gives 3.849 eV/A. The total charge is +1. The calculation puts the LUMO energy (alpha / beta) at -4.7 / -5.8 eV. The gap between HOMO and LUMO (alpha / beta) is 5.04 / 3.99 eV. For the total energy, the calculation gives -2397.66676 Eh. The expectation value of S² is 0.766.

Atoms and positions in Å:
Ir  -0.27  1.03  -0.64
O  -3.78  -1.21  -1.47
C  -2.88  -0.59  -0.93
N  -1.64  -0.46  -1.44
C  -1.41  -1.03  -2.74
C  -0.03  -0.76  -3.25
C  0.47  -1.46  -4.34
C  1.70  -1.11  -4.86
C  2.40  -0.06  -4.29
C  1.86  0.56  -3.18
N  0.68  0.21  -2.67
C  -3.06  0.07  0.40
C  -4.19  -0.22  1.17
C  -4.33  0.38  2.40
C  -3.35  1.27  2.83
C  -2.27  1.51  2.00
N  -2.12  0.91  0.83
H  -2.12  -0.59  -3.46
H  -1.62  -2.11  -2.75
H  -0.13  -2.25  -4.77
H  2.10  -1.64  -5.72
H  3.34  0.28  -4.68
H  2.38  1.36  -2.69
H  -4.91  -0.92  0.78
H  -5.17  0.14  3.04
H  -3.43  1.77  3.78
H  -1.48  2.18  2.32
C  1.18  3.74  1.58
N  1.32  2.48  2.26
C  1.15  2.27  3.60
C  1.53  0.99  3.86
N  1.92  0.41  2.69
B  2.66  -0.95  2.60
N  2.15  -1.76  1.39
C  2.92  -2.50  0.56
C  2.11  -3.26  -0.23
N  0.83  -2.98  0.12
C  -0.36  -3.63  -0.34
C  0.87  -2.05  1.11
S  -0.49  -1.35  1.79
C  1.77  1.32  1.72
S  2.11  1.10  0.06
H  1.41  4.54  2.28
H  0.16  3.89  1.21
H  1.87  3.77  0.74
H  0.79  3.04  4.25
H  1.56  0.45  4.78
H  3.81  -0.74  2.46
H  2.39  -1.57  3.58
H  3.99  -2.45  0.58
H  2.35  -3.97  -1.00
H  -0.14  -4.26  -1.19
H  -1.11  -2.89  -0.61
H  -0.77  -4.24  0.47
F  -1.59  3.75  -0.40
C  -0.95  3.06  -1.40
F  -1.92  2.76  -2.32
H  -0.27  3.78  -1.89

Entry 7:
Below is 13 unconnected molecules or ions with the total composition C54H143N9O20 in a non-equilibrium geometry, with properties calculated with ωB97M-V with the def2-TZVPD basis set.

The energy above the lowest of the compared OMol25 structures with the same formula, charge and spin is 4.8588 eV. For the largest force on an atom, the calculation gives 3.266 eV/A. The calculation puts the LUMO energy at 0.3 eV. The gap between HOMO and LUMO is 8.42 eV. For the total energy, the calculation gives -4140.21950 Eh.

Atoms and positions in Å:
C  17.44  -14.05  6.44
O  18.20  -14.47  5.31
C  17.41  -15.07  4.27
C  18.26  -15.56  3.08
N  19.31  -16.48  3.42
C  20.15  -16.82  2.28
C  21.46  -17.54  2.67
O  22.39  -16.64  3.34
C  23.61  -17.32  3.60
H  16.74  -13.25  6.21
H  18.08  -13.69  7.25
H  16.82  -14.84  6.88
H  16.70  -14.28  3.99
H  16.75  -15.86  4.63
H  18.76  -14.70  2.64
H  17.62  -15.92  2.27
H  19.92  -16.00  4.06
H  20.42  -15.88  1.80
H  19.69  -17.47  1.53
H  22.02  -18.00  1.85
H  21.26  -18.34  3.38
H  23.59  -18.31  4.05
H  24.31  -16.76  4.21
H  24.12  -17.41  2.64
C  22.56  -16.00  6.78
O  22.67  -15.49  8.12
C  21.48  -15.60  8.93
C  21.74  -15.05  10.34
N  22.60  -15.98  11.04
C  23.41  -15.44  12.12
C  24.65  -14.75  11.46
O  25.48  -15.58  10.66
C  26.30  -16.40  11.46
H  22.27  -17.05  6.72
H  23.38  -15.68  6.14
H  21.67  -15.64  6.26
H  21.04  -16.58  8.78
H  20.68  -14.95  8.58
H  20.88  -15.04  11.01
H  22.13  -14.03  10.40
H  23.18  -16.23  10.25
H  23.55  -16.14  12.93
H  22.91  -14.63  12.65
H  25.34  -14.17  12.09
H  24.34  -13.91  10.83
H  27.01  -15.81  12.03
H  26.96  -16.95  10.79
H  25.62  -16.97  12.09
C  26.80  -6.90  13.43
O  25.64  -6.10  13.08
C  24.84  -6.61  12.01
C  25.47  -6.45  10.62
N  25.58  -5.06  10.13
C  24.39  -4.65  9.39
C  24.04  -3.12  9.74
O  23.84  -2.87  11.16
C  23.83  -1.50  11.56
H  27.11  -6.49  14.39
H  27.53  -6.71  12.64
H  26.46  -7.93  13.48
H  23.90  -6.06  12.10
H  24.63  -7.64  12.30
H  25.05  -7.02  9.79
H  26.49  -6.82  10.56
H  25.45  -4.58  11.01
H  23.52  -5.26  9.63
H  24.49  -4.90  8.34
H  23.16  -2.80  9.18
H  24.84  -2.52  9.31
H  24.65  -0.96  11.09
H  24.03  -1.45  12.63
H  22.95  -0.96  11.21
C  19.97  -11.46  5.43
O  21.09  -11.29  6.23
C  21.41  -12.53  6.92
C  22.45  -12.19  7.98
N  21.86  -11.39  9.05
C  22.80  -11.03  10.10
C  22.15  -10.21  11.23
O  22.08  -8.87  10.87
C  21.40  -8.01  11.74
H  19.15  -11.89  6.00
H  20.23  -12.15  4.62
H  19.68  -10.45  5.14
H  21.86  -13.25  6.23
H  20.54  -12.89  7.48
H  23.31  -11.71  7.52
H  22.96  -13.09  8.33
H  21.44  -10.59  8.60
H  23.77  -10.63  9.77
H  22.98  -12.02  10.51
H  22.67  -10.34  12.18
H  21.15  -10.61  11.40
H  20.31  -8.00  11.64
H  21.70  -6.99  11.49
H  21.54  -8.17  12.81
C  20.79  -5.23  14.65
O  20.81  -5.13  13.18
C  21.26  -3.88  12.69
C  21.03  -3.73  11.16
N  19.61  -4.04  10.93
C  19.35  -4.37  9.57
C  19.80  -5.79  9.08
O  21.18  -5.77  8.71
C  21.62  -6.97  8.12
H  21.79  -5.04  15.04
H  20.52  -6.22  15.01
H  20.06  -4.48  14.95
H  22.30  -3.65  12.93
H  20.77  -3.06  13.22
H  21.64  -4.47  10.64
H  21.31  -2.74  10.80
H  19.39  -4.65  11.70
H  19.80  -3.62  8.91
H  18.31  -4.16  9.33
H  19.31  -6.10  8.16
H  19.54  -6.57  9.80
H  21.71  -7.86  8.73
H  22.56  -6.59  7.72
H  21.01  -7.20  7.25
C  27.60  -12.14  11.06
O  26.95  -11.08  10.28
C  27.03  -11.27  8.91
C  26.26  -12.55  8.46
N  26.37  -12.68  7.00
C  25.59  -13.78  6.43
C  25.74  -13.60  4.88
O  25.31  -12.39  4.29
C  23.90  -12.13  4.29
H  27.07  -13.09  11.08
H  27.79  -11.87  12.10
H  28.56  -12.40  10.61
H  28.09  -11.22  8.68
H  26.67  -10.36  8.42
H  25.21  -12.40  8.72
H  26.55  -13.49  8.94
H  25.99  -11.80  6.69
H  24.54  -13.78  6.72
H  26.05  -14.68  6.85
H  25.30  -14.46  4.39
H  26.80  -13.77  4.69
H  23.46  -12.19  5.29
H  23.31  -12.73  3.60
H  23.82  -11.09  3.98
C  11.41  -9.97  0.87
O  12.62  -10.07  1.57
C  13.69  -9.42  1.01
C  15.06  -9.83  1.69
N  15.45  -11.24  1.67
C  16.73  -11.42  2.34
C  16.76  -11.17  3.87
O  17.04  -9.77  4.22
C  16.68  -9.50  5.55
H  11.40  -10.57  -0.04
H  11.16  -8.92  0.70
H  10.59  -10.39  1.47
H  13.44  -8.36  1.08
H  13.77  -9.71  -0.04
H  14.87  -9.51  2.71
H  15.81  -9.11  1.35
H  14.80  -11.84  2.17
H  17.54  -10.95  1.78
H  16.88  -12.47  2.12
H  17.57  -11.76  4.30
H  15.84  -11.52  4.32
H  17.28  -10.07  6.26
H  15.61  -9.61  5.74
H  16.94  -8.45  5.71
C  24.48  -11.57  13.81
O  24.71  -11.67  15.17
H  25.37  -11.76  13.21
H  23.64  -12.12  13.39
H  24.36  -10.50  13.61
H  24.35  -12.53  15.38
C  20.73  -12.58  1.52
O  20.24  -12.80  0.18
H  21.63  -11.98  1.63
H  20.02  -12.04  2.14
H  21.03  -13.52  1.98
H  19.51  -13.43  0.17
C  18.90  -9.56  9.11
O  18.06  -8.81  9.98
H  19.88  -9.30  9.49
H  18.71  -10.64  9.09
H  18.72  -9.21  8.09
H  17.44  -8.26  9.50
C  19.12  -8.60  1.47
O  19.31  -8.86  2.87
H  18.06  -8.48  1.24
H  19.73  -7.73  1.24
H  19.42  -9.41  0.80
H  18.43  -8.98  3.22
C  16.38  -11.92  16.11
C  16.47  -13.29  15.36
C  17.67  -13.42  14.41
O  17.51  -12.55  13.24
C  18.73  -12.00  12.84
N  16.68  -14.30  16.34
H  15.48  -11.77  16.70
H  16.43  -11.10  15.38
H  17.27  -11.79  16.72
H  15.51  -13.44  14.87
H  17.81  -14.43  14.05
H  18.51  -13.13  15.05
H  19.05  -11.22  13.53
H  18.46  -11.28  12.06
H  19.45  -12.69  12.40
H  15.76  -14.46  16.72
H  16.90  -15.14  15.82
C  25.40  -8.08  7.21
C  25.09  -8.85  5.88
C  24.82  -7.85  4.71
O  23.62  -7.13  4.83
C  22.50  -8.03  4.70
N  26.20  -9.72  5.62
H  26.44  -7.77  7.32
H  25.13  -8.73  8.04
H  24.83  -7.15  7.21
H  24.23  -9.50  6.05
H  24.74  -8.51  3.84
H  25.77  -7.32  4.62
H  22.60  -8.51  3.73
H  21.60  -7.42  4.67
H  22.39  -8.85  5.40
H  26.99  -9.18  5.32
H  25.93  -10.29  4.82

Entry 8:
Below is a molecular structure, C8H11IOS in a non-equilibrium geometry, with properties calculated with ωB97M-V with the def2-TZVPD basis set.

The multiplicity is 3. For the largest force on an atom, the calculation gives 5.073 eV/A. The calculation puts the LUMO energy (alpha / beta) at 0.7 / -3.5 eV. The gap between HOMO and LUMO (alpha / beta) is 6.13 / 5.02 eV. For the total energy, the calculation gives -1082.33759 Eh. The expectation value of S² is 2.006.

Atoms and positions in Å:
C  1.29  3.07  0.04
C  0.23  2.48  -0.67
C  1.96  1.97  0.56
C  0.30  1.11  -0.50
C  0.32  -2.23  0.78
C  -0.39  -0.03  -1.17
C  -0.70  -1.12  1.11
C  -1.44  -0.75  -0.15
O  1.37  0.76  0.23
S  -2.33  -2.13  -1.10
I  -3.13  0.55  0.40
H  1.61  4.11  0.26
H  -0.54  2.89  -1.30
H  2.88  1.88  1.04
H  0.45  -2.26  -0.35
H  1.31  -2.12  1.12
H  -0.09  -3.21  1.07
H  -0.83  0.30  -2.15
H  0.54  -0.69  -1.28
H  -1.34  -1.51  1.98
H  -0.16  -0.17  1.32
H  -1.33  -2.91  -1.24